{"formula": "C23H50BrN10O6", "method": "ωB97M-V/def2-TZVPD", "charge": 1, "lumo_energy_ev": -3.88, "multiplicity": 1, "e_above_lowest_kcal_mol": 65.0, "orbital_gap_ev": 6.88, "symbols": ["C", "C", "C", "O", "N", "C", "C", "C", "N", "C", "N", "C", "N", "N", "Br", "H", "H", "H", "H", "H", "H", "H", "H", "H", "H", "H", "H", "H", "H", "H", "C", "C", "O", "N", "C", "H", "H", "H", "H", "H", "H", "H", "C", "C", "O", "N", "C", "H", "H", "H", "H", "H", "H", "H", "C", "C", "O", "N", "C", "H", "H", "H", "H", "H", "H", "H", "C", "C", "O", "N", "C", "H", "H", "H", "H", "H", "H", "H", "C", "C", "O", "N", "C", "H", "H", "H", "H", "H", "H", "H"], "positions_angstrom": [[-0.424, -0.765, 2.702], [-1.429, -0.019, 1.682], [-2.945, -0.304, 2.173], [-3.528, 0.925, 2.679], [-4.842, 0.800, 2.962], [-5.333, -0.311, 3.856], [-5.914, -1.553, 3.072], [-6.824, -1.525, 1.774], [-5.605, -2.732, 3.563], [-5.785, 1.649, 2.557], [-7.205, 1.648, 2.834], [-7.772, 2.780, 2.206], [-6.736, 3.482, 1.532], [-5.592, 2.795, 1.737], [-4.083, 3.505, 0.914], [-0.458, -0.189, 3.694], [0.655, -0.738, 2.360], [-0.782, -1.818, 2.961], [-1.253, 1.097, 1.746], [-1.275, -0.472, 0.650], [-2.840, -1.124, 2.967], [-3.516, -0.763, 1.296], [-6.129, 0.072, 4.577], [-4.474, -0.671, 4.516], [-6.234, -1.972, 0.901], [-7.271, -0.521, 1.512], [-7.681, -2.260, 1.965], [-6.048, -3.457, 2.966], [-8.843, 3.145, 2.213], [-6.923, 4.349, 1.020], [4.947, -0.418, 1.419], [3.621, 0.169, 1.818], [2.586, -0.493, 1.813], [3.588, 1.474, 2.193], [4.688, 2.415, 2.266], [4.810, -1.465, 1.148], [5.348, 0.114, 0.558], [5.647, -0.366, 2.255], [2.666, 1.795, 2.447], [4.762, 2.778, 3.293], [4.465, 3.256, 1.606], [5.634, 1.966, 1.972], [-1.125, -2.949, -3.304], [-0.985, -2.379, -1.919], [-1.946, -1.942, -1.290], [0.256, -2.358, -1.365], [1.502, -2.823, -1.939], [-2.170, -2.898, -3.611], [-0.529, -2.369, -4.010], [-0.813, -3.993, -3.314], [0.275, -1.963, -0.435], [1.915, -3.594, -1.286], [2.197, -1.981, -1.978], [1.368, -3.228, -2.939], [-1.321, -6.682, -6.734], [-1.274, -5.243, -6.294], [-0.491, -4.850, -5.440], [-2.138, -4.370, -6.878], [-3.132, -4.636, -7.898], [-0.576, -7.252, -6.180], [-2.306, -7.107, -6.526], [-1.093, -6.758, -7.799], [-2.048, -3.425, -6.533], [-2.909, -4.013, -8.767], [-4.112, -4.359, -7.504], [-3.144, -5.682, -8.197], [8.120, -0.781, -0.334], [8.192, 0.596, 0.273], [7.186, 1.256, 0.512], [9.419, 1.103, 0.556], [10.714, 0.487, 0.351], [7.078, -1.047, -0.503], [8.640, -0.796, -1.293], [8.558, -1.514, 0.346], [9.387, 2.028, 0.960], [11.219, 0.417, 1.317], [11.300, 1.129, -0.309], [10.633, -0.505, -0.087], [0.988, 5.811, 2.126], [0.822, 7.065, 1.308], [1.739, 7.849, 1.131], [-0.401, 7.312, 0.758], [-1.603, 6.513, 0.851], [2.012, 5.755, 2.495], [0.312, 5.829, 2.983], [0.794, 4.931, 1.509], [-0.435, 8.169, 0.225], [-1.907, 6.234, -0.161], [-2.387, 7.125, 1.304], [-1.455, 5.614, 1.447]], "mulliken_charge": [-1.0921, 0.0805, -0.1715, -0.2987, 0.3214, -0.9741, 0.8375, -1.1767, -0.6792, 0.4796, -0.4662, -0.0659, -0.2833, 0.1054, 0.1655, 0.3398, 0.2209, 0.4064, 0.2073, -0.0322, 0.1717, 0.2472, 0.5236, 0.2933, 0.3091, 0.2410, 0.4173, 0.2699, 0.3887, 0.2771, -1.0864, 0.4761, -0.6639, -0.0847, -0.6404, 0.3848, 0.2312, 0.3747, 0.1828, 0.2890, 0.2481, 0.1977, -1.2956, 0.8808, -0.6515, 0.0091, -0.8498, 0.2777, 0.3317, 0.3805, 0.0294, 0.2834, 0.2720, 0.3504, -1.3625, 0.8248, -0.6215, -0.1392, -0.8744, 0.2907, 0.3801, 0.3786, 0.2163, 0.2934, 0.2883, 0.3360, -1.3262, 0.8309, -0.6540, -0.1864, -0.8392, 0.2215, 0.4383, 0.3717, 0.2378, 0.2840, 0.2938, 0.3216, -1.1392, 0.7171, -0.6286, -0.1583, -0.7498, 0.2825, 0.3476, 0.2987, 0.2272, 0.3137, 0.2921, 0.2026]}



{"formula": "C23H50Cl12N3O3S", "method": "ωB97M-V/def2-TZVPD", "charge": 1, "lumo_energy_ev": -3.87, "multiplicity": 1, "orbital_gap_ev": 7.96, "symbols": ["C", "C", "C", "C", "C", "C", "C", "N", "C", "N", "N", "C", "C", "C", "S", "O", "O", "O", "H", "H", "H", "H", "H", "H", "H", "H", "H", "H", "H", "H", "H", "H", "H", "H", "H", "H", "H", "H", "H", "H", "H", "H", "H", "H", "Cl", "C", "C", "Cl", "H", "H", "H", "H", "Cl", "C", "C", "Cl", "H", "H", "H", "H", "Cl", "C", "C", "Cl", "H", "H", "H", "H", "Cl", "C", "C", "Cl", "H", "H", "H", "H", "Cl", "C", "C", "Cl", "H", "H", "H", "H", "Cl", "C", "C", "Cl", "H", "H", "H", "H"], "positions_angstrom": [[4.347, -0.958, -1.579], [3.259, 0.136, -1.474], [2.827, 0.647, -2.862], [1.360, 0.333, -3.203], [0.964, -1.130, -2.926], [0.397, -1.892, -4.134], [-0.769, -1.239, -4.855], [-2.060, -1.356, -4.118], [-2.596, -0.136, -3.762], [-1.927, 0.658, -2.941], [-3.760, 0.252, -4.282], [-4.929, -0.438, -3.608], [-5.163, 0.232, -2.257], [-5.852, -0.607, -1.173], [-5.251, -2.267, -0.934], [-5.283, -2.591, 0.434], [-6.062, -3.124, -1.725], [-3.755, -2.397, -1.473], [5.116, -0.851, -0.824], [3.885, -1.927, -1.415], [4.838, -0.977, -2.547], [3.627, 0.949, -0.862], [2.423, -0.308, -0.947], [3.476, 0.290, -3.654], [2.903, 1.732, -2.844], [1.207, 0.615, -4.243], [0.763, 0.993, -2.581], [0.234, -1.140, -2.113], [1.812, -1.700, -2.569], [0.098, -2.883, -3.796], [1.197, -2.020, -4.857], [-0.569, -0.203, -5.103], [-0.900, -1.753, -5.800], [-1.969, -1.962, -3.306], [-1.447, 0.304, -2.125], [-1.927, 1.665, -3.072], [-3.824, 1.256, -4.119], [-5.771, -0.283, -4.263], [-4.669, -1.485, -3.555], [-5.829, 1.070, -2.445], [-4.263, 0.656, -1.824], [-5.648, -0.089, -0.246], [-6.924, -0.591, -1.306], [-3.795, -3.007, -2.239], [6.314, -0.837, 2.440], [4.738, -0.325, 3.097], [3.714, -1.429, 3.045], [3.242, -1.807, 1.366], [4.414, 0.548, 2.542], [4.906, -0.029, 4.131], [2.812, -1.118, 3.569], [4.081, -2.343, 3.505], [-3.093, -5.978, -1.008], [-4.716, -6.338, -1.650], [-4.666, -6.639, -3.123], [-4.245, -5.182, -4.077], [-5.359, -5.486, -1.443], [-5.097, -7.198, -1.101], [-5.644, -6.972, -3.466], [-3.938, -7.412, -3.352], [-3.409, 3.534, -2.532], [-3.708, 3.912, -0.803], [-5.125, 3.602, -0.395], [-6.309, 4.702, -1.141], [-3.462, 4.958, -0.641], [-3.018, 3.302, -0.223], [-5.228, 3.712, 0.683], [-5.395, 2.584, -0.663], [5.083, 3.804, 6.109], [6.399, 3.362, 4.985], [6.132, 3.843, 3.584], [4.771, 2.971, 2.820], [6.521, 2.282, 5.020], [7.314, 3.821, 5.364], [7.008, 3.667, 2.963], [5.902, 4.905, 3.561], [-3.922, 0.734, 1.187], [-4.738, 0.038, 2.624], [-5.193, 1.108, 3.582], [-3.823, 1.930, 4.366], [-4.047, -0.657, 3.092], [-5.595, -0.527, 2.260], [-5.792, 0.657, 4.371], [-5.796, 1.863, 3.082], [8.911, 0.829, 7.730], [10.068, 2.138, 8.082], [9.586, 3.468, 7.566], [9.584, 3.529, 5.782], [11.027, 1.867, 7.650], [10.178, 2.185, 9.164], [10.247, 4.262, 7.909], [8.578, 3.688, 7.911]], "mulliken_charge": [-1.2147, -0.2575, -1.0951, -0.4346, -0.0102, -1.4227, -0.4533, -0.0204, -0.5736, 0.1578, -0.0834, -0.9457, 0.2868, -0.7605, 1.2255, -0.6419, -0.6309, -0.3037, 0.2421, 0.3001, 0.3860, 0.4043, 0.2122, 0.4251, 0.3855, 0.3875, 0.1900, 0.3201, 0.3128, 0.3970, 0.4313, 0.3090, 0.3907, 0.2985, 0.1900, 0.1557, 0.4411, 0.3166, 0.3726, 0.5415, -0.0739, -0.0791, 0.5941, 0.1675, -0.1879, -0.1774, -0.5407, -0.1590, -0.0183, 0.3635, 0.3192, 0.3748, -0.1775, -0.3341, -0.4677, -0.1424, 0.1368, 0.3753, 0.3126, 0.3443, -0.2217, -0.3272, 0.1085, -0.1674, 0.4592, 0.1692, 0.2838, -0.2518, -0.2054, -0.0502, -0.4800, -0.1776, 0.3414, -0.1164, 0.2848, 0.3855, -0.1052, -0.4777, -0.4768, -0.1801, 0.3999, 0.2336, 0.3691, 0.3011, -0.1732, -0.4278, -0.4438, -0.2019, 0.3127, 0.3008, 0.3533, 0.3192]}



{"formula": "C23H50CuN2O2P3", "method": "ωB97M-V/def2-TZVPD", "charge": 1, "lumo_energy_ev": [-3.11, -4.30], "multiplicity": 2, "s_squared": 1.157, "e_above_lowest_kcal_mol": 105.5, "orbital_gap_ev": [7.21, 4.82], "symbols": ["Cu", "P", "C", "C", "N", "C", "C", "C", "C", "C", "P", "H", "H", "H", "H", "H", "H", "H", "H", "O", "H", "H", "O", "H", "C", "H", "H", "H", "C", "H", "H", "H", "C", "H", "H", "H", "C", "H", "H", "H", "C", "C", "C", "C", "P", "N", "C", "C", "C", "C", "C", "C", "C", "C", "H", "H", "H", "H", "H", "H", "H", "H", "H", "H", "H", "H", "H", "H", "H", "H", "H", "H", "H", "H", "H", "H", "H", "H", "H", "H", "H"], "positions_angstrom": [[-0.431, -0.448, -0.860], [-0.905, 1.196, -2.169], [-0.979, 0.984, -3.991], [-0.567, -0.329, -4.403], [-0.261, -1.247, -3.402], [0.446, -2.341, -3.648], [0.850, -2.673, -4.955], [0.365, -1.880, -6.023], [-0.429, -0.773, -5.767], [0.802, -3.161, -2.400], [-0.389, -2.678, -1.066], [-0.920, -0.163, -6.547], [1.484, -3.545, -5.091], [0.607, -2.156, -7.047], [0.745, -4.238, -2.610], [1.818, -2.937, -2.022], [-3.709, 0.323, -3.811], [-1.854, 1.411, -4.649], [-4.066, -0.996, -1.499], [-4.579, 0.075, -3.466], [-4.872, -0.715, -3.930], [-1.960, -0.756, -0.696], [-3.656, -1.261, -0.656], [-3.864, -0.526, 0.045], [-1.851, -3.541, -1.738], [-1.519, -4.536, -2.065], [-2.623, -3.677, -0.974], [-2.304, -2.979, -2.566], [0.078, -3.792, 0.283], [-0.622, -3.669, 1.118], [0.064, -4.842, -0.042], [1.083, -3.543, 0.642], [0.626, 2.158, -2.485], [0.378, 2.923, -3.232], [1.107, 2.581, -1.609], [1.330, 1.467, -2.956], [-2.155, 2.455, -1.800], [-2.003, 2.870, -0.798], [-2.082, 3.275, -2.521], [-3.182, 2.075, -1.838], [2.884, 0.160, 3.898], [2.097, -0.449, 2.736], [3.058, -0.875, 1.612], [1.396, -1.710, 3.250], [0.837, 0.757, 2.019], [0.614, 0.287, 0.501], [-0.868, 0.815, 2.895], [-0.679, 1.330, 4.338], [-1.834, 1.746, 2.124], [-1.491, -0.605, 2.901], [1.626, 2.479, 1.779], [0.623, 3.406, 1.066], [2.044, 3.133, 3.107], [2.853, 2.289, 0.860], [3.422, -0.654, 4.407], [2.236, 0.649, 4.631], [3.613, 0.899, 3.558], [3.579, -1.787, 1.924], [2.513, -1.084, 0.684], [3.824, -0.127, 1.397], [0.797, -1.523, 4.149], [0.781, -2.188, 2.478], [2.175, -2.433, 3.526], [-0.445, 2.409, 4.351], [-1.640, 1.172, 4.858], [0.095, 0.761, 4.885], [-1.780, 1.556, 1.038], [-2.859, 1.539, 2.485], [-1.601, 2.805, 2.298], [-1.322, -1.123, 1.941], [-1.075, -1.230, 3.703], [-2.579, -0.504, 3.065], [-0.115, 3.832, 1.761], [1.192, 4.241, 0.629], [0.123, 2.884, 0.238], [2.983, 2.718, 3.495], [2.202, 4.204, 2.901], [1.265, 3.050, 3.877], [3.719, 1.877, 1.395], [2.598, 1.631, 0.015], [3.140, 3.275, 0.464]], "mulliken_charge": [-1.0873, 1.4751, -1.0748, 0.6615, 0.0964, 0.5785, -0.8097, -0.4358, -0.8834, -1.4554, 1.4478, 0.4168, 0.5068, 0.4126, 0.5888, 0.5100, 0.3092, 0.4321, 0.3722, -0.6533, 0.3101, 0.3290, -0.6268, 0.3626, -1.3939, 0.4426, 0.3887, 0.3185, -1.3335, 0.3565, 0.5063, 0.3567, -1.4763, 0.4633, 0.2159, 0.4357, -1.2529, 0.3149, 0.4808, 0.3810, -1.8729, 2.4656, -1.6804, -2.1470, -1.1227, 1.0377, 2.0176, -1.7156, -1.2442, -1.2361, 1.9127, -1.6491, -1.5243, -1.7656, 0.5340, 0.3398, 0.2373, 0.5051, 0.1956, 0.3109, 0.2060, 0.2582, 0.6947, 0.3160, 0.4948, 0.2292, -0.2279, 0.6040, 0.1806, -0.1413, 0.1966, 0.5569, 0.2656, 0.6180, -0.0294, 0.3304, 0.4832, 0.1555, 0.3203, 0.3894, 0.5136]}



{"formula": "C23H50FeN3O2P2", "method": "ωB97M-V/def2-TZVPD", "charge": 2, "lumo_energy_ev": [-4.75, -10.24], "multiplicity": 6, "s_squared": 8.848, "e_above_lowest_kcal_mol": 0.3, "orbital_gap_ev": [7.00, 3.61], "symbols": ["Fe", "P", "P", "N", "C", "H", "H", "C", "H", "H", "C", "H", "H", "C", "H", "H", "C", "C", "H", "H", "H", "C", "C", "H", "H", "H", "C", "C", "H", "H", "H", "C", "C", "H", "H", "H", "C", "O", "C", "H", "H", "H", "C", "H", "H", "H", "C", "H", "H", "H", "C", "H", "H", "H", "H", "H", "H", "H", "H", "H", "C", "N", "C", "C", "C", "N", "C", "C", "O", "H", "H", "H", "H", "H", "H", "H", "H", "H", "H", "H", "H"], "positions_angstrom": [[0.025, 0.406, -0.276], [-2.056, 0.919, 0.340], [2.163, -0.079, -0.712], [0.257, 2.103, -0.958], [-2.048, 2.684, -0.248], [-2.986, 2.907, -0.771], [-1.981, 3.335, 0.632], [-0.857, 2.998, -1.171], [-1.179, 2.982, -2.238], [-0.520, 4.043, -0.995], [1.410, 2.455, -1.752], [1.671, 3.518, -1.556], [1.167, 2.420, -2.840], [2.629, 1.566, -1.449], [3.263, 2.091, -0.725], [3.208, 1.413, -2.367], [2.582, -1.268, -2.073], [2.059, -2.683, -1.810], [2.390, -3.335, -2.630], [0.966, -2.712, -1.791], [2.440, -3.102, -0.871], [3.365, -0.403, 0.670], [3.470, -1.879, 1.065], [4.022, -1.948, 2.013], [4.027, -2.473, 0.327], [2.480, -2.320, 1.233], [-2.456, 0.953, 2.153], [-2.964, -0.388, 2.690], [-2.945, -0.360, 3.790], [-2.327, -1.226, 2.378], [-4.003, -0.590, 2.395], [-3.531, 0.217, -0.536], [-3.628, -1.307, -0.430], [-4.564, -1.633, -0.905], [-3.642, -1.656, 0.610], [-2.807, -1.802, -0.958], [-0.570, -0.738, -1.517], [-0.944, -1.252, -2.505], [4.767, 0.190, 0.480], [5.321, -0.319, -0.317], [4.752, 1.263, 0.271], [5.326, 0.045, 1.414], [-3.384, 2.091, 2.597], [-3.436, 2.079, 3.694], [-3.019, 3.078, 2.297], [-4.404, 1.960, 2.218], [-4.857, 0.884, -0.153], [-5.613, 0.576, -0.887], [-5.214, 0.556, 0.832], [-4.812, 1.979, -0.175], [4.067, -1.284, -2.450], [4.674, -1.824, -1.713], [4.165, -1.821, -3.404], [4.485, -0.281, -2.599], [2.014, -0.855, -2.923], [-3.311, 0.465, -1.588], [2.874, 0.125, 1.504], [-1.460, 1.129, 2.594], [0.637, 1.467, 1.034], [0.315, 0.756, 1.432], [-0.973, -3.849, 0.502], [-0.612, -3.927, 1.906], [-1.095, -5.051, 2.667], [-0.204, -5.275, 3.862], [-0.085, -4.025, 4.693], [0.218, -2.902, 3.844], [0.703, -1.689, 4.458], [-0.026, -2.841, 2.501], [0.283, -1.809, 1.858], [-0.344, -4.522, -0.103], [-0.824, -2.825, 0.143], [-2.024, -4.141, 0.351], [-2.135, -4.871, 2.999], [-1.097, -5.926, 2.009], [0.791, -5.578, 3.524], [-0.612, -6.081, 4.475], [0.728, -4.119, 5.423], [-1.017, -3.837, 5.255], [-0.016, -0.865, 4.341], [0.861, -1.873, 5.525], [1.652, -1.372, 4.004]], "mulliken_charge": [-0.3619, 1.5934, 1.4133, 0.3343, -0.9912, 0.3391, 0.2869, -1.1398, 0.3380, 0.4882, -1.0929, 0.4940, 0.3412, -0.9353, 0.2904, 0.3410, 0.3150, -1.0921, 0.5081, 0.1114, 0.1334, 0.6216, -1.3951, 0.5528, 0.2343, -0.0072, 0.5554, -1.4142, 0.5346, 0.0325, 0.2312, 0.2635, -1.0914, 0.5003, 0.1199, 0.1305, 0.1673, -0.3806, -1.4874, 0.2555, 0.3142, 0.4815, -1.4715, 0.4755, 0.3180, 0.2583, -1.6537, 0.5005, 0.2668, 0.3155, -1.6505, 0.2637, 0.4903, 0.3294, 0.5781, 0.5769, 0.2932, 0.4009, 0.2686, -0.4187, -0.8394, 0.4627, -0.4600, -0.8254, -0.4511, 0.3147, -0.6965, -0.3832, -0.1622, 0.4594, -0.0917, 0.4866, 0.3002, 0.4223, 0.3535, 0.3810, 0.4593, 0.3082, 0.2034, 0.4454, 0.2377]}



| no. | total energy (a.u.) |
| --- | --- |
| 1 | -4479.0134 |
| 2 | -7216.5869 |
| 3 | -3830.5440 |
| 4 | -3166.8687 |